(i)
Computed, not measured: C3H4BrNO2 as an isolated structure, with the ωB97M-V functional and the def2-TZVPD basis.

Cartesian coordinates (Å):
C1 1.209 -0.276 -0.120
C2 0.156 0.905 -0.308
C3 -1.131 0.116 -0.457
N1 0.452 -1.459 0.085
O1 2.346 -0.232 -0.381
O2 -0.787 -1.240 -0.144
Br1 0.696 -1.315 2.635
H1 0.046 1.302 0.791
H2 0.456 1.566 -0.990
H3 -1.861 0.626 0.303
H4 -1.582 0.008 -1.412

(ii)
Computed, not measured: one molecule with the formula C3H4BrNO2, with the ωB97M-V functional and the def2-TZVPD basis.

Cartesian coordinates (Å):
C1 1.622 -0.397 -0.022
C2 0.564 0.610 0.028
O1 0.506 1.817 -0.071
C3 -0.792 -0.276 0.043
O2 -0.761 -1.493 0.000
N1 -1.832 0.565 0.125
Br1 -3.625 -0.009 -0.089
H1 1.395 -1.251 -0.732
H2 1.629 -0.947 0.941
H3 2.729 -0.051 -0.111
H4 -1.433 1.432 -0.111

Computed properties:
Structure (SMILES): CC(=O)C(=O)NBr

Most stable to least stable, the ends of the list are (ii) and (i).

(i)
Computed, not measured: a 3-piece molecular cluster, C2H9NO3 overall, with the ωB97M-V functional and the def2-TZVPD basis.

Cartesian coordinates (Å):
H1 0.995 -1.297 -1.342
N1 0.149 -0.775 -1.558
C1 -0.919 -1.207 -1.049
O1 -1.118 -2.293 -0.305
H2 -1.844 -0.677 -1.243
H3 -0.282 -2.740 -0.093
O2 0.590 1.835 -1.065
O3 1.896 1.704 -0.508
H4 0.423 0.874 -1.406
H5 2.057 2.596 -0.177
C2 -0.405 0.377 1.741
H6 -0.635 1.042 2.571
H7 -1.028 -0.502 1.828
H8 0.646 0.096 1.796
H9 -0.526 0.966 0.808

Computed properties:
Structure (SMILES): [H]/N=C\O.OO.C

(ii)
Computed, not measured: a 3-piece molecular cluster, C2H9NO3 overall, with the ωB97M-V functional and the def2-TZVPD basis.

Cartesian coordinates (Å):
C1 1.122 0.774 -1.458
N1 -0.223 0.391 -1.652
C2 -1.130 -0.024 -0.810
O1 -0.711 -0.119 0.328
H1 1.205 1.707 -0.923
H2 1.730 0.955 -2.370
H3 1.708 0.066 -0.889
H4 -0.479 0.464 -2.707
H5 -2.066 -0.377 -1.139
O2 -1.152 -2.052 1.799
H6 -0.268 -1.821 2.042
H7 -1.671 -1.175 1.489
O3 1.676 1.093 1.180
H8 2.020 1.000 2.030
H9 0.933 0.571 1.183

Computed properties:
Structure (SMILES): CNC=O.O.O

Most stable to least stable, the ends of the list are (ii) and (i).

(i)
Computed, not measured: C33H27CaIN9O9PS2Se2 as an isolated structure, with the ωB97M-V functional and the def2-TZVPD basis.

Cartesian coordinates (Å):
Ca1 0.793 -1.374 0.319
Se1 0.269 1.260 1.782
P1 -1.634 2.248 1.388
Se2 -3.456 1.135 1.333
C1 -1.796 3.575 2.660
C2 -2.998 4.274 2.733
C3 -3.154 5.314 3.634
C4 -2.110 5.664 4.482
C5 -0.913 4.966 4.419
C6 -0.755 3.927 3.510
C7 -1.450 3.277 -0.112
C8 -2.310 3.149 -1.191
C9 -2.110 3.914 -2.332
C10 -1.056 4.810 -2.395
C11 -0.196 4.948 -1.312
C12 -0.389 4.179 -0.176
H1 -3.816 3.983 2.085
H2 -4.094 5.850 3.680
H3 -2.232 6.473 5.192
H4 -0.096 5.228 5.080
H5 0.176 3.376 3.460
H6 -3.111 2.422 -1.146
H7 -2.758 3.778 -3.189
H8 -0.882 5.378 -3.300
H9 0.641 5.633 -1.365
H10 0.301 4.254 0.657
N1 5.936 -0.552 -5.549
C13 5.644 -0.536 -4.174
C14 4.519 0.144 -3.707
C15 4.211 0.124 -2.361
C16 5.011 -0.584 -1.471
C17 6.123 -1.271 -1.928
C18 6.444 -1.239 -3.277
S1 4.530 -0.673 0.228
O1 4.030 0.628 0.593
O2 5.639 -1.218 0.969
N2 3.244 -1.635 0.210
C19 3.302 -2.971 0.030
N3 4.421 -3.641 -0.301
C20 4.291 -4.945 -0.472
C21 3.094 -5.632 -0.340
C22 1.990 -4.855 -0.020
N4 2.080 -3.554 0.171
H11 5.502 0.203 -6.058
H12 6.921 -0.614 -5.754
H13 3.876 0.682 -4.395
H14 3.354 0.672 -1.994
H15 6.714 -1.833 -1.218
H16 7.309 -1.779 -3.645
H17 5.201 -5.477 -0.740
H18 3.023 -6.698 -0.492
H19 1.001 -5.288 0.093
S2 1.076 -2.329 3.121
C23 -0.392 -2.208 3.926
N5 -1.385 -1.383 3.454
C24 -2.605 -1.309 3.992
C25 -2.890 -2.045 5.106
C26 -1.837 -2.823 5.603
N6 -0.646 -2.909 5.062
H20 -1.181 -0.817 2.623
H21 -3.297 -0.642 3.492
H22 -3.867 -2.029 5.560
H23 -1.983 -3.412 6.505
O3 -5.349 -1.196 -4.304
N7 -5.586 -1.619 -3.184
O4 -6.704 -1.960 -2.818
C27 -4.498 -1.713 -2.242
C28 -3.201 -1.371 -2.630
C29 -2.155 -1.477 -1.754
C30 -2.352 -1.876 -0.378
O5 -1.462 -1.831 0.508
C31 -3.698 -2.300 -0.083
C32 -4.744 -2.177 -0.963
N8 -4.023 -2.812 1.239
O6 -5.130 -2.558 1.697
O7 -3.194 -3.480 1.826
N9 -0.886 -1.186 -2.382
O8 -0.838 0.639 -1.807
O9 0.123 -1.727 -1.854
H24 -2.998 -1.027 -3.635
H25 -5.744 -2.449 -0.658
I1 1.036 1.677 -4.155
C33 0.369 1.026 -1.903
H26 1.142 0.245 -1.823
H27 0.625 1.976 -1.437

Computed properties:
Net charge: -2

(ii)
Computed, not measured: C33H27CaIN9O9PS2Se2 as an isolated structure, with the ωB97M-V functional and the def2-TZVPD basis.

Cartesian coordinates (Å):
Ca1 0.305 -0.906 0.329
Se1 2.481 -0.336 2.682
P1 1.326 1.650 3.078
Se2 -0.551 2.106 2.065
C1 2.466 2.986 3.552
C2 3.634 2.734 4.253
C3 4.472 3.778 4.605
C4 4.142 5.084 4.270
C5 2.969 5.336 3.575
C6 2.135 4.292 3.212
C7 0.740 1.331 4.829
C8 -0.306 2.101 5.339
C9 -0.692 1.996 6.662
C10 -0.044 1.115 7.513
C11 0.995 0.348 7.023
C12 1.385 0.461 5.697
H1 3.900 1.715 4.509
H2 5.390 3.569 5.140
H3 4.797 5.899 4.547
H4 2.700 6.351 3.309
H5 1.217 4.475 2.667
H6 -0.835 2.769 4.675
H7 -1.518 2.597 7.023
H8 -0.356 1.019 8.546
H9 1.504 -0.359 7.665
H10 2.186 -0.167 5.335
N1 -3.462 -7.330 4.050
C13 -2.899 -6.045 3.949
C14 -1.679 -5.866 3.303
C15 -1.108 -4.609 3.227
C16 -1.751 -3.517 3.793
C17 -2.963 -3.688 4.438
C18 -3.532 -4.948 4.523
S1 -1.011 -1.914 3.646
O1 -1.757 -1.032 4.508
O2 0.406 -2.095 3.907
N2 -1.082 -1.540 2.092
C19 -2.277 -1.092 1.577
N3 -3.447 -1.409 2.139
C20 -4.530 -0.931 1.551
C21 -4.497 -0.163 0.401
C22 -3.236 0.086 -0.128
N4 -2.141 -0.360 0.448
H11 -3.170 -7.944 3.303
H12 -4.469 -7.318 4.121
H13 -1.185 -6.710 2.838
H14 -0.175 -4.468 2.700
H15 -3.459 -2.824 4.856
H16 -4.483 -5.079 5.027
H17 -5.480 -1.184 2.017
H18 -5.395 0.216 -0.063
H19 -3.087 0.663 -1.034
S2 -0.961 1.315 -2.807
C23 0.293 2.352 -2.425
N5 0.465 2.808 -1.146
C24 1.382 3.711 -0.776
C25 2.230 4.215 -1.721
C26 2.096 3.652 -3.005
N6 1.193 2.783 -3.357
H20 -0.087 2.396 -0.385
H21 1.385 3.939 0.280
H22 3.004 4.922 -1.474
H23 2.796 3.937 -3.785
O3 6.879 2.492 -3.583
N7 6.433 2.746 -2.473
O4 6.876 3.630 -1.753
C27 5.324 1.956 -1.975
C28 4.748 1.007 -2.800
C29 3.694 0.263 -2.307
C30 3.130 0.431 -1.008
O5 2.112 -0.185 -0.613
C31 3.805 1.427 -0.200
C32 4.867 2.152 -0.673
N8 3.463 1.759 1.162
O6 3.863 0.606 2.038
O7 2.105 1.901 1.270
N9 3.158 -0.758 -3.224
O8 3.323 -0.578 -4.420
O9 2.559 -1.698 -2.748
H24 5.099 0.844 -3.805
H25 5.320 2.881 -0.018
I1 0.235 -4.485 -0.446
C33 -0.547 -2.595 -1.300
H26 -1.620 -2.814 -1.327
H27 -0.198 -2.668 -2.332

Computed properties:
Net charge: -2

Most stable to least stable, the ends of the list are (i) and (ii).

(i)
Computed, not measured: one molecule with the formula C10H15NO3S, with the ωB97M-V functional and the def2-TZVPD basis.

Cartesian coordinates (Å):
C1 2.977 0.212 1.311
C2 2.818 1.460 0.333
C3 0.515 0.881 -0.816
C4 1.331 1.135 0.464
C5 -0.895 0.277 -0.605
C6 -1.495 -1.488 2.357
C7 -0.701 -1.352 1.121
C8 -1.284 -0.699 -2.905
C9 0.752 -1.282 3.939
C10 -1.842 0.089 -1.771
N1 1.695 0.017 1.253
O1 3.913 -0.423 1.707
O2 -0.675 -1.062 -0.132
O3 -0.711 -2.546 1.632
S1 -1.003 -0.862 4.026
H1 3.122 2.523 0.529
H2 3.229 1.051 -0.575
H3 0.500 1.875 -1.199
H4 1.139 0.066 -1.294
H5 0.810 1.843 1.225
H6 -1.312 0.855 0.266
H7 -2.604 -1.617 2.407
H8 -1.841 -1.650 -3.104
H9 -0.226 -0.887 -2.732
H10 -1.365 -0.127 -3.892
H11 0.925 -2.383 3.744
H12 1.282 -1.067 4.845
H13 1.135 -0.725 3.039
H14 -2.771 -0.400 -1.243
H15 -2.289 0.997 -2.032

(ii)
Computed, not measured: one molecule with the formula C10H15NO3S, with the ωB97M-V functional and the def2-TZVPD basis.

Cartesian coordinates (Å):
C1 -2.156 -1.009 1.675
C2 -1.076 -0.133 2.188
C3 -1.257 1.285 1.623
N1 -1.775 2.191 2.575
O1 -1.721 1.496 0.382
S1 0.206 1.882 0.715
O2 0.323 3.290 0.326
O3 1.329 1.533 1.961
C4 0.736 0.853 -0.656
C5 1.370 -0.359 -0.387
C6 1.843 -1.168 -1.409
C7 1.470 -0.907 -2.672
C8 1.785 -1.898 -3.853
C9 0.796 0.233 -2.933
C10 0.432 1.156 -1.990
H1 -2.097 -2.002 2.301
H2 -1.933 -1.087 0.572
H3 -3.042 -0.389 1.784
H4 -1.182 0.029 3.221
H5 -0.097 -0.447 1.994
H6 -2.027 3.091 2.155
H7 -1.486 2.367 3.559
H8 1.934 2.283 2.092
H9 1.269 -0.798 0.569
H10 2.276 -2.103 -1.257
H11 1.770 -2.886 -3.590
H12 1.080 -1.618 -4.675
H13 2.795 -1.680 -4.261
H14 0.404 0.511 -3.886
H15 -0.227 1.950 -2.179

Computed properties:
Structure (SMILES): CC[C@]1(N)OS1(=O)(O)c1ccc(C)cc1

Most stable to least stable, the ends of the list are (ii) and (i).